# 1
{
  "formula": "C2H7N3O",
  "method": "ωB97M-V/def2-TZVPD",
  "species": ["H", "C", "H", "C", "N", "N", "H", "N", "H", "O", "H", "H", "H"],
  "xyz": [[-0.371, -0.349, -1.635], [0.815, 0.232, 0.141], [-0.391, 1.428, -1.268], [-0.430, 0.420, -0.853], [1.478, -0.948, 0.017], [1.276, 1.158, 0.867], [2.355, -1.023, 0.505], [-1.593, 0.314, -0.019], [-2.415, 0.081, -0.573], [-1.414, -0.958, 0.803], [1.097, -1.708, -0.517], [0.755, 2.026, 0.838], [-1.161, -0.672, 1.692]],
  "mulliken_charge": [0.3214, 0.7390, 0.3441, -0.6283, -0.4147, -0.8431, 0.2614, -0.3252, 0.2644, -0.4491, 0.1740, 0.2265, 0.3297],
  "smiles": "[H]/N=C(/N)CNO",
  "total_charge": 0,
  "relative_energy_kj_mol": 283.6,
  "orbital_gap_ev": 10.04,
  "max_force_ev_per_a": 2.4
}

# 2
{
  "formula": "C29H47ClN5O5S2Si3Ti",
  "method": "ωB97M-V/def2-TZVPD",
  "species": ["N", "H", "C", "C", "H", "H", "C", "H", "H", "C", "H", "H", "H", "C", "H", "H", "H", "H", "C", "C", "O", "H", "H", "H", "H", "H", "H", "H", "Si", "H", "N", "H", "H", "H", "C", "O", "Cl", "N", "H", "C", "H", "H", "H", "C", "N", "S", "C", "H", "C", "C", "H", "Ti", "H", "H", "C", "C", "N", "Si", "H", "C", "H", "C", "C", "H", "H", "H", "O", "O", "C", "C", "H", "C", "C", "H", "C", "C", "C", "H", "H", "H", "O", "S", "H", "C", "H", "H", "C", "H", "H", "H", "C", "C", "Si"],
  "xyz": [[0.331, 2.164, 1.325], [1.023, 5.642, 1.184], [-3.992, 5.266, -0.108], [-1.770, 0.120, 5.183], [0.519, 2.925, -1.904], [-2.816, -2.511, -2.687], [-2.887, 4.432, -0.192], [1.874, -0.228, -3.203], [-1.733, 1.755, -5.429], [-0.239, -1.046, 3.730], [2.042, -4.296, -2.821], [-1.174, -2.322, -4.313], [-2.362, 0.145, 6.080], [-0.571, 2.555, -3.768], [4.952, -0.591, 2.787], [-1.926, 4.649, 0.306], [0.597, -1.982, -4.276], [2.599, 6.622, 1.185], [4.040, -1.614, -0.571], [0.140, -4.936, -0.754], [-4.174, 1.561, 2.307], [3.849, -1.742, 3.642], [4.050, -0.580, -0.221], [2.132, 0.253, 3.698], [2.759, -4.291, 0.673], [-2.371, -3.111, -1.062], [-0.070, -3.626, -3.690], [1.574, -4.921, 1.936], [2.538, -2.104, -1.628], [-0.529, 3.573, -4.153], [-0.029, 0.976, -2.038], [-1.531, -2.315, 1.411], [2.292, -3.301, 2.122], [-6.019, 3.369, -2.104], [-0.225, -2.511, -3.739], [-3.755, -0.840, 2.201], [-3.574, 0.470, 1.503], [-2.927, 3.282, -0.873], [0.391, -1.922, 3.471], [4.095, -0.669, 3.486], [4.409, -0.241, 4.457], [-0.824, 3.269, 2.646], [3.281, -4.542, -1.557], [2.915, -3.828, -2.343], [0.737, 3.387, 0.826], [2.730, 4.856, -0.383], [-0.697, 0.041, -2.676], [5.009, -1.715, -1.140], [-0.019, 2.217, -2.546], [-1.358, 0.283, -3.866], [-1.001, -1.929, 5.567], [0.593, 0.253, 0.637], [3.017, -1.409, -4.015], [-1.783, -4.068, 1.180], [2.926, 0.118, 2.950], [-1.293, 1.556, -4.458], [-0.169, -0.012, 2.891], [0.470, -3.411, 0.294], [1.424, 6.853, -0.123], [-2.287, -2.257, -1.727], [3.236, 1.071, 2.490], [-5.141, 3.698, -1.559], [-1.718, 1.196, 4.306], [-0.829, -5.363, -0.434], [0.004, -4.770, -1.853], [3.645, -0.269, -2.762], [-1.025, -0.205, 0.169], [-4.275, 0.369, 0.139], [2.772, -0.874, -3.075], [-1.009, -1.034, 4.899], [3.717, -3.673, -3.115], [-5.130, 4.902, -0.850], [0.904, -1.915, -0.773], [-2.336, 2.072, 4.455], [-4.038, 2.843, -1.450], [-1.015, -3.284, 1.441], [1.938, -4.019, 1.359], [2.903, -1.004, 1.205], [-1.945, -0.502, -4.316], [-2.825, -1.443, -1.202], [2.246, -0.577, 1.800], [2.530, 1.876, -0.416], [-0.664, -3.495, 2.490], [-0.520, 2.259, 2.375], [0.948, -5.667, -0.610], [-4.058, 1.837, -1.835], [1.818, 3.348, 0.074], [4.222, -2.284, 0.320], [-6.019, 5.514, -0.843], [-4.003, 6.164, 0.530], [1.833, 6.097, 0.590], [-0.866, 1.137, 3.166], [-0.502, -1.726, -2.026]],
  "lowdin_spin": [0.0047, 0.0001, 0.0000, 0.0001, 0.0003, 0.0003, 0.0000, -0.0002, 0.0000, 0.0005, -0.0003, 0.0023, 0.0000, 0.0005, 0.0000, 0.0000, 0.0002, 0.0000, 0.0022, 0.0364, 0.0008, 0.0000, -0.0002, 0.0000, -0.0001, -0.0001, -0.0002, -0.0004, 0.0703, 0.0000, 0.0042, -0.0003, -0.0002, 0.0000, 0.0212, 0.0003, 0.0007, 0.0000, 0.0000, 0.0004, 0.0002, 0.0002, 0.0009, 0.0440, 0.0033, -0.0007, 0.0046, -0.0001, 0.0004, 0.0004, 0.0001, 0.0900, -0.0002, 0.0000, 0.0021, 0.0001, 0.0008, 0.0495, 0.0000, -0.0013, 0.0000, 0.0000, 0.0016, 0.0030, -0.0005, -0.0003, 0.0727, 0.0001, -0.0030, 0.0015, 0.0054, 0.0000, 0.5148, 0.0001, 0.0000, 0.0037, -0.0029, 0.0028, 0.0002, 0.0000, 0.0129, 0.0028, 0.0000, 0.0066, 0.0024, 0.0000, -0.0002, 0.0001, 0.0000, 0.0000, 0.0000, -0.0001, 0.0382],
  "total_charge": 0,
  "relative_energy_kj_mol": 0.0,
  "orbital_gap_ev": [5.31, 3.92],
  "s_squared": 0.76,
  "spin_multiplicity": 2,
  "max_force_ev_per_a": 5.3
}

# 3
{
  "formula": "C23H29N5O3PdSSe",
  "method": "ωB97M-V/def2-TZVPD",
  "species": ["C", "H", "H", "H", "C", "N", "H", "C", "C", "O", "C", "H", "N", "H", "C", "H", "C", "H", "H", "H", "C", "C", "N", "H", "H", "C", "Pd", "C", "C", "O", "Se", "H", "H", "H", "C", "H", "H", "H", "C", "C", "C", "C", "H", "H", "C", "C", "C", "C", "C", "N", "N", "C", "H", "H", "H", "O", "H", "H", "H", "H", "H", "S", "H"],
  "xyz": [[-2.530, -2.683, -1.451], [3.572, 3.524, 3.496], [-6.528, -3.672, 2.776], [-5.111, -0.625, 0.866], [3.100, 2.965, 5.516], [2.523, -0.846, 0.668], [-5.615, 1.037, 0.486], [-2.123, 1.105, -1.604], [-3.059, -2.654, -0.041], [-0.033, 2.849, 1.718], [3.616, -1.592, 0.676], [-1.686, -3.369, -1.539], [1.472, 1.106, 1.279], [-1.265, 0.519, -1.279], [2.606, 0.328, 1.298], [-2.156, -1.705, -1.757], [0.785, 1.862, 4.450], [-1.944, 2.159, -1.385], [-6.968, -3.403, 1.087], [-4.929, 1.205, -2.252], [-4.856, -3.222, 1.495], [1.706, 2.500, 3.628], [3.686, 0.814, 1.919], [3.542, -2.549, 0.169], [-2.238, 0.980, -2.678], [2.183, 2.330, 6.358], [-0.509, 0.790, 1.168], [1.023, 1.776, 5.807], [-4.848, 0.430, 0.966], [-2.561, 0.927, 1.159], [-0.488, -1.557, 0.701], [5.642, 0.443, 2.404], [-4.791, 0.673, 2.022], [-4.892, -3.598, -0.613], [-2.080, -1.581, 3.487], [-1.066, -1.981, 3.521], [1.648, 2.034, 8.304], [4.005, 3.389, 5.935], [-3.490, 0.672, 0.368], [-4.100, -2.692, 2.530], [-4.457, 0.307, -1.844], [-6.210, -3.831, 1.746], [3.095, 2.865, 8.103], [-0.119, 1.440, 4.029], [2.865, 3.045, 4.158], [-2.836, -2.143, 2.317], [-2.305, -2.128, 1.020], [-4.321, -3.185, 0.213], [4.767, 0.046, 1.900], [-3.351, 0.644, -0.959], [2.444, 2.205, 7.713], [4.796, -1.194, 1.286], [5.681, -1.811, 1.282], [-2.592, -1.809, 4.422], [-6.194, -4.908, 1.563], [2.327, 3.532, 1.335], [-3.308, -3.006, -2.144], [-1.989, -0.496, 3.396], [-4.498, -2.707, 3.539], [0.309, 1.277, 6.451], [-5.201, -0.288, -1.327], [1.416, 2.593, 1.903], [-4.071, -0.291, -2.669]],
  "mulliken_charge": [-1.8704, 0.4893, 0.3698, 0.3301, -0.7434, -0.3932, 0.4737, -1.0359, 1.0068, -0.8294, -0.0512, 0.4061, -0.4834, 0.3216, 0.3528, 0.3307, -0.3837, 0.3550, 0.3349, 0.3284, 0.5518, -0.0785, -0.3759, 0.4180, 0.3679, 1.0972, 0.6168, -0.8767, -1.6032, -0.6450, -0.0658, 0.4163, 0.3075, 0.3410, -1.6322, 0.3582, 0.2281, 0.2863, 0.8560, -1.1454, -1.1688, -1.5772, 0.2269, 0.4698, -0.3549, 1.4845, 0.2834, -0.9434, -0.1525, 0.3311, -0.5518, -0.7412, 0.3754, 0.4170, 0.3468, -0.6783, 0.3558, 0.2239, 0.2530, 0.2933, 0.4017, 1.5675, 0.4071],
  "total_charge": 0,
  "relative_energy_kj_mol": 0.0,
  "orbital_gap_ev": 7.32,
  "max_force_ev_per_a": 0.1
}